No. 1
The following is a quantum chemistry calculation of C3H8NOS as an isolated structure in a non-equilibrium geometry, from the OMol25 dataset.

Net charge ... +1
Calculated total energy ... -646.93374 Ha
HOMO-LUMO gap ... 10.0 eV
M ... 106.17 g mol⁻¹

Last column: Mulliken charge in e.
Atoms and positions in Å:
1 C 1.29 1.45 0.46  -0.36
2 C 0.31 0.43 0.31  0.61
3 C -2.21 -0.16 -0.71  -0.84
4 N 1.14 -1.31 0.54  -0.60
5 O 0.90 0.94 -0.78  -0.31
6 S -1.41 0.33 0.84  0.05
7 H 1.02 2.48 0.69  0.26
8 H 2.40 1.31 0.62  0.21
9 H -3.20 -0.56 -0.53  0.35
10 H -1.63 -0.70 -1.40  0.30
11 H -2.50 0.64 -1.39  0.34
12 H 0.59 -1.98 1.07  0.33
13 H 2.17 -1.39 0.75  0.32
14 H 1.13 -1.49 -0.46  0.34


No. 2
The following is a quantum chemistry calculation of C4H8O3 as an isolated structure in a non-equilibrium geometry, from the OMol25 dataset.

Calculated total energy ... -382.84106 Ha
HOMO-LUMO gap ... 10.4 eV
M ... 104.10 g mol⁻¹

Last column: Mulliken charge in e.
Atoms and positions in Å:
1 C -0.58 -1.68 0.09  -1.24
2 C 0.96 -0.44 0.27  -0.17
3 O 1.54 -0.30 -0.81  -0.66
4 C -0.39 0.00 0.52  0.36
5 O 1.13 2.05 0.36  -0.67
6 C -1.09 0.87 -0.50  -0.20
7 O -2.03 1.59 -0.25  -0.49
8 H 0.25 -2.38 -0.18  0.41
9 H -1.06 -2.12 0.94  0.36
10 H -1.16 -1.62 -0.82  0.39
11 H 1.39 -0.96 1.14  0.42
12 H 1.51 1.42 -0.28  0.38
13 H -0.68 0.28 1.54  0.40
14 H 0.75 2.76 -0.17  0.30
15 H -0.71 0.76 -1.53  0.40


No. 3
The following is a quantum chemistry calculation of a 2-piece molecular cluster, C4H13N2O overall in a non-equilibrium geometry, from the OMol25 dataset.

Net charge ... +1
Calculated total energy ... -344.68271 Ha
HOMO-LUMO gap ... 10.0 eV
M ... 105.16 g mol⁻¹

Last column: Mulliken charge in e.
Atoms and positions in Å:
1 C -0.55 -2.17 1.20  -1.10
2 C 0.77 -1.41 1.14  -0.64
3 C 0.95 -0.17 0.24  -0.37
4 N 0.06 0.91 0.75  -0.12
5 C -0.26 1.92 -0.04  0.24
6 N 0.02 3.21 0.14  -0.30
7 H -1.44 -1.60 1.44  0.31
8 H -0.74 -2.66 0.25  0.30
9 H -0.52 -3.03 1.86  0.37
10 H 1.06 -1.05 2.13  0.36
11 H 1.59 -2.07 0.89  0.35
12 H 1.98 0.23 0.19  0.33
13 H 0.61 -0.36 -0.79  0.26
14 H -0.24 0.69 1.70  0.30
15 H -0.34 1.60 -1.08  0.20
16 H 0.13 3.68 -0.74  0.26
17 H -0.17 3.75 0.97  0.26
18 H -0.86 -1.28 -3.41  0.30
19 H -1.30 0.18 -3.69  0.31
20 O -0.74 -0.37 -3.15  -0.60


No. 4
The following is a quantum chemistry calculation of C39H44ClF2N5O5SSi2Sr as an isolated structure in a non-equilibrium geometry, from the OMol25 dataset.

Net charge ... -2
Calculated total energy ... -3830.32401 Ha
HOMO-LUMO gap ... 4.6 eV
M ... 912.12 g mol⁻¹

Last column: Mulliken charge in e.
Atoms and positions in Å:
1 Sr -0.17 -0.10 -1.13  1.08
2 C -2.21 -2.15 3.00  -1.33
3 C -1.60 -1.29 2.08  -0.67
4 N -0.52 -1.62 1.40  1.11
5 C 0.03 -2.83 1.61  -0.46
6 C -0.51 -3.77 2.51  1.67
7 C -1.66 -3.39 3.22  -1.03
8 C 0.09 -5.06 2.65  -0.91
9 C 1.15 -5.42 1.88  -0.90
10 C 1.71 -4.50 0.94  1.42
11 C 2.76 -4.86 0.08  -1.30
12 C 3.26 -3.93 -0.79  -1.11
13 C 2.73 -2.63 -0.78  -0.18
14 N 1.74 -2.27 0.02  1.35
15 C 1.20 -3.19 0.83  -0.60
16 H -3.10 -1.83 3.52  0.54
17 H -2.00 -0.30 1.87  0.54
18 H -2.10 -4.09 3.92  0.35
19 H -0.33 -5.75 3.37  0.36
20 H 1.58 -6.41 1.97  0.39
21 H 3.16 -5.87 0.12  0.38
22 H 4.05 -4.17 -1.49  0.54
23 H 3.11 -1.88 -1.45  -0.18
24 F 5.29 0.36 -3.61  -0.42
25 C 3.98 0.74 -3.59  0.45
26 C 3.26 0.68 -2.41  -0.83
27 C 1.92 1.08 -2.33  0.15
28 C 1.37 1.62 -3.52  0.31
29 C 2.10 1.57 -4.71  0.70
30 F 1.55 1.94 -5.90  -0.43
31 C 3.41 1.14 -4.78  -0.81
32 C 0.03 2.26 -3.47  0.10
33 C -0.40 3.23 -4.38  -1.10
34 C -1.65 3.81 -4.23  -0.40
35 C -2.45 3.45 -3.16  -1.32
36 C -1.95 2.51 -2.27  -0.99
37 N -0.76 1.93 -2.43  0.92
38 H 3.79 0.30 -1.54  0.07
39 H 3.94 1.11 -5.71  0.43
40 H 0.23 3.53 -5.20  0.48
41 H -1.99 4.55 -4.95  0.37
42 H -3.43 3.88 -3.00  0.50
43 H -2.51 2.19 -1.40  0.99
44 C 0.01 2.28 3.94  -1.16
45 Si -0.09 2.59 2.05  -0.40
46 C 1.56 1.99 1.40  0.29
47 C 0.00 4.49 1.90  -1.26
48 N -1.29 1.80 1.22  1.10
49 C -2.63 1.93 1.40  0.51
50 C -3.22 2.78 2.36  -0.75
51 C -4.60 2.91 2.54  -0.94
52 C -5.45 2.17 1.74  -0.87
53 C -4.91 1.30 0.79  -0.80
54 C -3.52 1.12 0.60  -0.11
55 N -2.97 0.25 -0.29  1.12
56 Si -3.77 -0.90 -1.21  0.23
57 C -4.86 -2.16 -0.26  -1.19
58 C -2.55 -2.01 -2.10  -0.80
59 C -4.87 -0.22 -2.62  -1.26
60 H 0.90 2.73 4.39  0.33
61 H 0.03 1.20 4.14  0.24
62 H -0.87 2.69 4.46  0.35
63 H 2.37 2.64 1.74  0.22
64 H 1.57 1.96 0.30  -0.01
65 H 1.75 0.97 1.77  -0.53
66 H 0.86 4.91 2.44  0.33
67 H -0.90 4.98 2.29  0.31
68 H 0.09 4.77 0.85  0.25
69 H -2.55 3.36 2.99  0.14
70 H -4.99 3.58 3.29  0.34
71 H -6.53 2.26 1.84  0.33
72 H -5.58 0.72 0.16  0.13
73 H -4.23 -2.69 0.46  0.23
74 H -5.29 -2.90 -0.94  0.33
75 H -5.67 -1.69 0.30  0.30
76 H -1.79 -2.44 -1.44  0.16
77 H -2.04 -1.48 -2.92  0.06
78 H -3.08 -2.84 -2.56  0.50
79 H -5.71 0.38 -2.26  0.30
80 H -5.26 -1.03 -3.25  0.33
81 H -4.26 0.43 -3.27  0.24
82 O 4.10 -2.25 2.94  -0.83
83 S 3.32 -1.01 2.66  0.76
84 C 4.05 0.29 3.74  -0.61
85 C 5.33 0.72 3.03  -0.79
86 C 4.89 0.99 1.59  -0.39
87 C 4.08 -0.23 1.16  0.17
88 H 4.21 -0.16 4.72  0.51
89 H 3.33 1.11 3.80  0.12
90 H 6.04 -0.11 3.05  0.28
91 H 5.80 1.59 3.49  0.40
92 H 5.73 1.16 0.92  0.44
93 H 4.26 1.87 1.57  0.06
94 H 4.71 -1.02 0.75  0.90
95 H 3.25 -0.01 0.47  -0.92
96 O 0.41 -2.60 -2.47  -0.61
97 Cl 0.64 -2.05 -3.79  1.79
98 O 0.21 -2.99 -4.79  -0.82
99 O 2.04 -1.78 -3.95  -0.63
100 O -0.12 -0.83 -3.91  -0.58


No. 5
The following is a quantum chemistry calculation of one molecule with the formula C9H6 in a non-equilibrium geometry, from the OMol25 dataset.

SMILES ... C#Cc1cccc2c1C2
Calculated total energy ... -346.30658 Ha
HOMO-LUMO gap ... 8.4 eV
M ... 114.15 g mol⁻¹

Last column: Mulliken charge in e.
Atoms and positions in Å:
1 C -3.56 -0.43 0.00  0.16
2 C -2.42 -0.04 0.00  -0.50
3 C 1.00 1.69 -0.01  -0.12
4 C -0.41 1.49 0.00  -0.29
5 C 1.95 0.70 -0.03  -0.74
6 C -1.10 0.32 -0.02  -0.10
7 C 1.45 -0.59 -0.05  0.05
8 C 0.20 -1.05 -0.07  0.03
9 C 1.26 -2.09 0.02  -0.34
10 H -4.57 -0.73 0.02  0.43
11 H 1.33 2.72 0.00  0.35
12 H -1.01 2.39 0.04  0.36
13 H 3.01 0.93 -0.02  0.35
14 H 1.46 -2.71 -0.85  0.19
15 H 1.42 -2.60 0.97  0.18


No. 6
The following is a quantum chemistry calculation of C19H30N6O6S2SiW as an isolated structure in a non-equilibrium geometry, from the OMol25 dataset.

Multiplicity ... 3
⟨S²⟩ ... 2.016
Calculated total energy ... -2674.86409 Ha
HOMO-LUMO gap (spin up / spin down) ... 5.8 / 5.3 eV
M ... 714.55 g mol⁻¹

Last column: Mulliken spin population.
Atoms and positions in Å:
1 W -0.93 0.36 0.43  -0.02
2 O 0.04 0.02 2.20  -0.02
3 N 0.03 0.95 3.20  0.31
4 C 1.06 0.87 4.12  0.30
5 C 0.87 1.36 5.39  -0.04
6 C -0.33 1.93 5.82  0.36
7 C -1.39 1.95 4.87  0.06
8 C -1.23 1.44 3.61  0.13
9 S -2.41 1.38 2.40  0.71
10 H 1.98 0.44 3.77  0.05
11 H 1.71 1.30 6.07  0.00
12 H -0.46 2.31 6.81  0.04
13 H -2.35 2.39 5.11  0.00
14 C -0.41 -2.77 2.65  0.01
15 C -0.18 -2.86 1.17  -0.01
16 C 0.23 -4.04 0.58  0.00
17 C 0.39 -4.08 -0.81  0.00
18 C 0.11 -2.99 -1.60  0.00
19 C -0.33 -1.82 -0.95  0.00
20 N -0.40 -1.79 0.39  0.02
21 N -0.71 -0.62 -1.43  0.00
22 Si -0.66 -0.19 -3.14  0.00
23 C -1.42 -1.58 -4.14  0.00
24 C 1.14 0.03 -3.61  0.00
25 C -1.59 1.38 -3.50  0.00
26 H -0.45 -3.77 3.07  0.00
27 H -1.34 -2.25 2.86  0.00
28 H 0.39 -2.21 3.14  0.00
29 H 0.40 -4.91 1.19  0.00
30 H 0.72 -5.00 -1.28  0.00
31 H 0.22 -3.02 -2.67  0.00
32 H -0.71 -2.33 -4.48  0.00
33 H -1.89 -1.15 -5.03  0.00
34 H -2.20 -2.07 -3.55  0.00
35 H 1.74 -0.85 -3.35  0.00
36 H 1.54 0.89 -3.07  0.00
37 H 1.26 0.21 -4.68  0.00
38 H -2.21 1.24 -4.39  0.00
39 H -0.90 2.20 -3.70  0.00
40 H -2.24 1.69 -2.68  0.00
41 N -4.64 1.22 0.03  0.00
42 N -4.48 0.08 -0.75  0.00
43 C -3.51 -0.85 -0.53  0.00
44 O -3.44 -1.86 -1.20  0.00
45 O -2.70 -0.58 0.49  0.03
46 H -5.61 1.34 0.27  0.00
47 H -4.29 2.04 -0.45  0.00
48 H -5.01 -0.04 -1.60  0.00
49 O 1.30 0.21 -0.13  0.00
50 S 2.30 1.07 0.66  0.00
51 C 2.69 2.46 -0.44  0.00
52 C 4.10 2.25 -0.98  0.00
53 C 4.31 0.74 -1.05  0.00
54 C 3.85 0.22 0.30  0.00
55 H 2.53 3.39 0.10  0.00
56 H 1.92 2.38 -1.21  0.00
57 H 4.83 2.69 -0.29  0.00
58 H 4.23 2.74 -1.94  0.00
59 H 5.35 0.47 -1.26  0.00
60 H 3.69 0.31 -1.83  0.00
61 H 4.55 0.49 1.10  0.00
62 H 3.64 -0.84 0.35  0.00
63 O -0.18 2.26 0.68  0.02
64 N -0.57 1.97 -0.62  0.03
65 O -1.96 1.82 -0.47  0.02


No. 7
The following is a quantum chemistry calculation of C32H64B2N5O19S2 as an isolated structure in a non-equilibrium geometry, from the OMol25 dataset.

Net charge ... +1
Calculated total energy ... -3806.42737 Ha
HOMO-LUMO gap ... 7.5 eV
M ... 908.64 g mol⁻¹

Last column: Mulliken charge in e.
Atoms and positions in Å:
1 C 0.22 0.25 -1.13  -0.88
2 C 0.07 -0.30 0.44  0.05
3 O 0.11 0.91 1.29  -0.32
4 C 0.30 0.53 2.73  -0.70
5 C 1.36 1.57 3.51  -0.91
6 O 1.21 2.75 2.58  -0.56
7 O 0.83 2.07 4.75  0.28
8 C 1.53 1.76 5.97  -0.39
9 O 2.40 2.96 6.25  -0.33
10 C 0.35 1.99 7.14  -0.30
11 S -1.22 2.76 6.43  -0.21
12 C -0.93 4.53 5.88  -0.12
13 C -2.31 4.98 5.05  -0.89
14 C 2.34 0.32 6.04  1.36
15 B 3.07 0.25 7.55  -0.20
16 O 4.13 -0.73 7.97  -0.61
17 N 2.88 1.23 8.70  0.26
18 C 4.05 2.17 8.89  -0.64
19 C 2.61 0.39 9.93  -0.91
20 C 1.28 -0.99 6.15  -0.73
21 C -0.28 -0.80 5.68  0.09
22 C -1.25 -2.10 5.88  -0.79
23 C -0.50 -3.37 6.53  -0.18
24 N 0.87 -3.66 6.97  -0.50
25 C 1.73 -2.46 6.79  -0.22
26 N 3.30 0.31 4.88  1.14
27 S 3.69 -1.40 4.50  -0.37
28 B 4.75 0.80 5.15  0.82
29 O 5.22 1.96 5.90  -0.55
30 O 5.95 0.00 4.70  -0.51
31 C 2.92 1.02 3.59  0.84
32 N 3.74 2.30 3.33  -0.48
33 C 3.16 0.22 2.18  -1.40
34 C 4.71 0.10 1.62  -0.04
35 C 5.19 -1.48 1.38  -0.54
36 N 6.51 -1.81 2.06  -0.62
37 H 0.16 1.44 -1.16  0.15
38 H 1.29 -0.01 -1.58  0.20
39 H -0.62 -0.17 -1.83  0.32
40 H -0.94 -0.89 0.47  0.36
41 H 0.95 -1.05 0.60  0.08
42 H -0.76 0.80 3.20  0.31
43 H 0.59 -0.60 2.87  0.23
44 H 1.36 3.57 3.14  0.47
45 H 1.86 3.79 6.02  0.51
46 H 0.71 2.76 7.98  0.43
47 H 0.14 0.99 7.75  0.24
48 H 0.01 4.59 5.19  0.03
49 H -0.90 5.24 6.81  0.35
50 H -2.66 3.98 4.49  0.24
51 H -2.13 5.83 4.27  0.30
52 H -3.20 5.21 5.81  0.30
53 H 5.04 -0.32 7.92  0.39
54 H 4.18 2.38 10.05  0.38
55 H 3.85 3.23 8.40  0.10
56 H 5.08 1.78 8.50  0.20
57 H 2.01 -0.57 9.56  0.27
58 H 3.59 0.00 10.44  0.32
59 H 1.93 1.03 10.66  0.30
60 H -0.79 0.16 5.26  0.19
61 H -2.38 -2.03 5.58  0.33
62 H -1.23 -4.29 6.70  0.32
63 H 2.86 -2.70 7.11  0.26
64 H 2.57 -2.01 3.88  0.25
65 H 4.91 2.85 5.57  0.35
66 H 6.59 0.66 4.31  0.32
67 H 3.39 3.11 3.87  0.29
68 H 3.76 2.57 2.34  0.26
69 H 2.68 0.95 1.36  0.29
70 H 2.60 -0.78 2.01  0.14
71 H 4.80 0.57 0.52  0.23
72 H 5.51 0.69 2.25  0.28
73 H 4.40 -2.24 1.81  0.18
74 H 5.33 -1.71 0.22  0.30
75 H 6.31 -2.41 2.91  0.30
76 H 6.97 -0.94 2.40  0.29
77 C 3.94 1.95 -5.74  -0.73
78 O 2.91 2.38 -4.85  -0.27
79 C 3.36 2.80 -3.64  0.72
80 O 4.53 2.83 -3.29  -0.55
81 O 2.29 3.18 -2.91  -0.32
82 C 2.62 3.65 -1.60  -0.46
83 H 3.47 1.63 -6.68  0.21
84 H 4.63 2.77 -5.97  0.35
85 H 4.48 1.09 -5.33  0.33
86 H 3.25 4.54 -1.65  0.44
87 H 3.10 2.86 -1.01  0.06
88 H 1.68 3.92 -1.10  0.23
89 C 0.63 -0.15 -5.98  -0.34
90 O -0.38 -0.23 -6.98  -0.30
91 C 0.03 -0.76 -8.15  0.74
92 O 1.16 -1.16 -8.40  -0.54
93 O -1.02 -0.77 -9.01  -0.29
94 C -0.73 -1.31 -10.29  -0.75
95 H 0.19 0.29 -5.08  0.19
96 H 1.00 -1.15 -5.72  0.32
97 H 1.45 0.49 -6.31  0.05
98 H -0.42 -2.36 -10.21  0.33
99 H 0.03 -0.71 -10.80  0.35
100 H -1.65 -1.27 -10.89  0.24
101 C -3.79 -1.91 -8.09  -0.45
102 O -4.96 -1.78 -8.88  -0.32
103 C -5.29 -2.89 -9.59  0.75
104 O -4.68 -3.95 -9.59  -0.55
105 O -6.42 -2.63 -10.29  -0.28
106 C -6.88 -3.72 -11.08  -0.69
107 H -3.62 -0.96 -7.57  0.20
108 H -3.91 -2.70 -7.34  0.35
109 H -2.91 -2.12 -8.72  0.15
110 H -7.14 -4.58 -10.45  0.31
111 H -6.14 -4.00 -11.83  0.33
112 H -7.79 -3.40 -11.60  0.23
113 C -12.60 -5.31 -8.07  -0.61
114 O -11.22 -4.99 -7.92  -0.30
115 C -10.91 -3.69 -8.19  0.76
116 O -11.70 -2.83 -8.54  -0.54
117 O -9.58 -3.52 -8.01  -0.30
118 C -9.11 -2.20 -8.26  -0.48
119 H -12.73 -6.37 -7.83  0.22
120 H -13.21 -4.72 -7.38  0.29
121 H -12.92 -5.15 -9.11  0.28
122 H -9.59 -1.49 -7.58  0.33
123 H -9.30 -1.92 -9.31  0.29
124 H -8.03 -2.18 -8.09  0.05


No. 8
The following is a quantum chemistry calculation of a 2-piece molecular cluster, C2H5BrO overall in a non-equilibrium geometry, from the OMol25 dataset.

Calculated total energy ... -2728.37825 Ha
HOMO-LUMO gap ... 10.3 eV
M ... 124.96 g mol⁻¹

Last column: Mulliken charge in e.
Atoms and positions in Å:
1 C -0.82 -0.71 -0.14  -1.02
2 C 0.31 0.25 0.25  0.11
3 O 0.24 1.23 -0.64  -0.44
4 Br 2.20 -0.37 0.31  -0.19
5 H -0.57 -1.70 0.22  0.33
6 H -1.84 -0.47 0.30  0.25
7 H -0.86 -0.66 -1.15  0.35
8 H 0.36 0.63 1.73  0.26
9 H 0.99 1.81 -0.87  0.35